No. 1
A structure of composition C32H45N4O8STcTe, computed with ωB97M-V with the def2-TZVPD basis set.

Geometry as ORCA input:
```
! wB97M-V def2-TZVPD RIJCOSX def2/J DEFGRID3
* xyz 2 3
Tc 0.33 2.16 2.00
C -0.04 2.63 5.16
C 1.35 2.20 4.75
C 2.20 1.71 5.90
O 1.14 1.12 3.75
C 2.02 3.37 4.01
O 2.74 4.15 4.53
O 1.64 3.41 2.70
H -0.55 1.83 5.70
H -0.66 2.90 4.29
H 0.00 3.52 5.80
H 1.73 0.85 6.38
H 2.31 2.51 6.63
H 3.20 1.45 5.56
H 1.93 0.56 3.71
C 6.28 4.79 -5.45
C 5.06 4.24 -4.70
S 5.33 2.52 -4.33
O 5.20 1.76 -5.54
O 6.49 2.41 -3.49
C 3.92 2.06 -3.29
C 4.33 2.04 -1.81
N 3.22 1.53 -0.96
C 2.38 2.31 -0.27
N 1.53 1.54 0.44
C 1.85 0.23 0.18
C 2.89 0.23 -0.68
N 3.52 -0.94 -1.25
O 3.06 -2.00 -0.89
O 4.37 -0.77 -2.10
C 2.40 3.80 -0.30
H 6.11 5.84 -5.69
H 6.43 4.25 -6.39
H 7.18 4.71 -4.85
H 4.15 4.29 -5.30
H 4.90 4.75 -3.74
H 3.64 1.06 -3.64
H 3.09 2.75 -3.48
H 4.59 3.03 -1.45
H 5.19 1.40 -1.67
H 1.33 -0.61 0.60
H 2.44 4.17 -1.32
H 3.27 4.19 0.25
H 1.51 4.19 0.18
C -3.31 2.78 0.20
C -2.46 1.66 0.68
O -3.07 0.45 0.48
N -1.29 1.77 1.17
Te -2.22 -1.20 1.16
C -4.01 -2.25 1.24
C -4.39 -2.70 2.52
C -3.67 -2.34 3.80
C -5.50 -3.53 2.59
C -6.21 -3.91 1.46
C -7.42 -4.80 1.57
C -5.81 -3.43 0.22
C -4.71 -2.60 0.07
C -4.34 -2.10 -1.32
C -1.25 -2.04 -0.52
C -0.67 -3.27 -0.16
C -0.81 -3.90 1.22
C 0.09 -3.94 -1.11
C 0.31 -3.41 -2.38
C 1.13 -4.14 -3.40
C -0.26 -2.18 -2.68
C -1.04 -1.46 -1.78
C -1.59 -0.14 -2.26
H -4.26 2.77 0.75
H -3.54 2.64 -0.85
H -2.81 3.73 0.36
H -3.51 -1.27 3.90
H -2.70 -2.84 3.88
H -4.25 -2.65 4.66
H -5.82 -3.88 3.57
H -7.48 -5.29 2.54
H -7.42 -5.56 0.79
H -8.34 -4.21 1.44
H -6.37 -3.70 -0.67
H -5.24 -1.97 -1.92
H -3.70 -2.81 -1.83
H -3.84 -1.13 -1.29
H -0.06 -3.51 1.91
H -0.64 -4.98 1.16
H -1.80 -3.80 1.66
H 0.53 -4.89 -0.85
H 1.66 -4.99 -2.96
H 1.86 -3.48 -3.87
H 0.49 -4.53 -4.20
H -0.10 -1.74 -3.67
H -2.21 -0.29 -3.15
H -0.77 0.52 -2.56
H -2.20 0.38 -1.54
*
```

Computed properties:
* ⟨S²⟩: 2.0221
* total energy: -76563.7547 eV
* HOMO level (alpha / beta): -0.5201 / -0.5232 Eh
* energy above the lowest of the compared OMol25 structures with the same formula, charge and spin: 0.0 kcal/mol


No. 2
A structure of composition C32H45N7O5P2S3W, computed with ωB97M-V with the def2-TZVPD basis set.

Geometry as ORCA input:
```
! wB97M-V def2-TZVPD RIJCOSX def2/J DEFGRID3
* xyz 0 3
W 0.57 0.69 -0.27
C 2.45 -2.34 -2.57
C 2.62 -1.05 -3.32
C 2.77 -1.07 -4.69
C 3.01 0.10 -5.40
C 3.13 1.29 -4.72
C 2.98 1.35 -3.33
C 3.19 2.66 -2.64
C 2.67 0.18 -2.64
N 2.44 0.24 -1.23
C 3.45 -0.25 -0.46
O 4.48 -0.81 -0.81
C 3.23 0.08 0.99
C 4.13 -0.16 2.00
C 3.86 0.37 3.26
C 2.74 1.16 3.46
C 1.89 1.36 2.39
N 2.12 0.78 1.21
C 0.74 2.32 2.34
O 0.44 2.99 3.33
N 0.20 2.37 1.10
C -0.67 3.48 0.86
C -0.12 4.57 0.16
C 1.36 4.63 -0.11
C -0.95 5.62 -0.21
C -2.29 5.61 0.12
C -2.80 4.58 0.89
C -1.99 3.52 1.30
C -2.55 2.53 2.28
H 1.72 -2.24 -1.77
H 2.13 -3.13 -3.25
H 3.40 -2.63 -2.11
H 2.70 -2.02 -5.22
H 3.11 0.07 -6.48
H 3.36 2.20 -5.26
H 3.97 3.23 -3.14
H 3.49 2.53 -1.60
H 2.28 3.26 -2.65
H 5.03 -0.72 1.78
H 4.55 0.19 4.08
H 2.52 1.65 4.39
H 1.73 3.70 -0.55
H 1.91 4.78 0.82
H 1.59 5.45 -0.79
H -0.53 6.45 -0.77
H -2.93 6.43 -0.19
H -3.83 4.61 1.22
H -3.47 2.06 1.90
H -2.80 3.05 3.21
H -1.84 1.76 2.51
S -1.44 1.13 -4.46
C -0.74 0.97 -3.00
S -0.23 2.27 -1.97
S -0.45 -0.54 -2.17
C 0.77 -2.37 3.19
N -0.03 -3.07 2.20
C -0.71 -4.26 2.68
P -0.17 -2.57 0.65
O 0.72 -1.39 0.47
O -1.71 -2.21 0.33
P -2.42 -0.76 0.52
O -1.38 0.30 0.66
N -3.46 -0.64 -0.71
C -3.77 -1.70 -1.65
C -3.76 0.72 -1.19
N -3.27 -0.84 1.92
C -4.57 -1.49 1.98
C -2.56 -0.81 3.19
N 0.03 -3.88 -0.29
C -0.64 -4.08 -1.58
C 1.20 -4.72 -0.10
H 0.14 -2.01 4.01
H 1.28 -1.52 2.74
H 1.52 -3.05 3.61
H -1.39 -4.01 3.49
H 0.02 -4.99 3.05
H -1.28 -4.72 1.87
H -3.61 -2.68 -1.20
H -3.16 -1.61 -2.55
H -4.83 -1.63 -1.92
H -3.37 1.47 -0.52
H -4.85 0.84 -1.27
H -3.31 0.87 -2.17
H -5.17 -0.99 2.75
H -4.48 -2.55 2.25
H -5.08 -1.40 1.03
H -3.11 -0.19 3.90
H -1.57 -0.38 3.06
H -2.46 -1.82 3.60
H -1.42 -3.34 -1.73
H -1.07 -5.08 -1.61
H 0.08 -3.97 -2.39
H 1.65 -4.53 0.88
H 1.95 -4.53 -0.87
H 0.90 -5.77 -0.14
*
```

Computed properties:
* ⟨S²⟩: 2.0207
* total energy: -107500.8900 eV
* HOMO level (alpha / beta): -0.2503 / -0.2762 Eh
* energy above the lowest of the compared OMol25 structures with the same formula, charge and spin: 0.0 kcal/mol